The following is a DFT calculation (ωB97M-V/def2-TZVPD) of a cluster of 2 separate species, C11H20N2O4P in total in a non-equilibrium geometry.

## Properties
- spin multiplicity = 1
- HOMO (Ha) = -0.060
- Kohn-Sham gap (eV) = 3.7415
- charge = -1
- LUMO (eV) = 2.111

```
38
Properties=species:S:1:pos:R:3:forces:R:3
C 1.41434 0.78739 2.97963 -0.20 -0.04 -1.28
C 1.52526 -0.35497 2.11430 -0.48 -0.21 0.41
N 0.66019 -0.46970 0.97549 2.47 1.22 0.42
C -0.21964 -1.44090 0.64154 -0.39 -0.49 -0.51
C -0.80703 -1.08876 -0.55395 0.23 -0.05 -0.48
P -2.06213 -1.97798 -1.46677 -0.47 -0.87 0.69
O -3.16006 -2.48207 -0.62753 -0.36 -0.02 0.22
N -0.22818 0.10104 -0.89543 0.33 1.80 -0.84
C -0.45334 0.92411 -2.08948 -1.27 -0.90 -0.11
C -0.09461 0.20480 -3.39801 -0.35 0.65 0.07
O 1.18787 0.47288 -3.89821 -0.03 -0.27 0.30
C 2.22762 -0.03656 -3.07744 0.84 -0.30 -0.40
C 2.22578 -1.56305 -2.91562 -0.43 0.24 0.66
C 0.65018 0.48368 0.03761 -1.27 -1.10 -0.21
H 1.80793 1.74596 2.64580 -0.77 0.37 0.19
H 0.95190 0.67216 3.94636 0.68 0.26 1.15
H 2.25860 -1.14421 2.21796 -0.82 -0.73 0.46
H -0.39219 -2.31609 1.23634 0.02 0.09 0.29
H -2.51229 -1.18283 -2.54661 0.51 0.15 0.03
H -1.42164 -3.09625 -2.05689 0.31 0.50 -0.35
H -1.53287 1.09633 -2.11892 0.02 0.17 -0.05
H 0.00065 1.90372 -1.98412 0.34 -0.11 0.09
H -0.79148 0.56173 -4.15671 0.07 0.02 -0.10
H -0.30497 -0.86331 -3.26854 0.30 -0.07 -0.07
H 2.27876 0.46681 -2.10963 -0.27 -0.01 0.07
H 3.15485 0.23427 -3.58174 -0.12 0.19 -0.18
H 1.58616 -2.05121 -3.64978 0.20 0.04 -0.24
H 3.24123 -1.94277 -2.98294 0.01 -0.11 -0.10
H 1.83907 -1.84521 -1.93344 -0.01 -0.07 0.00
H 1.22009 1.38771 -0.01466 0.20 0.01 0.28
O -0.53801 1.42651 5.28865 0.38 -0.19 0.26
C -1.74398 1.26471 4.83822 0.46 -0.87 0.40
C -1.84044 1.94573 3.29942 -1.18 0.57 -0.76
O -3.02020 1.82402 2.79112 0.30 0.15 -0.24
H -2.56871 1.73784 5.40907 0.14 0.68 -0.31
H -2.09974 0.22013 4.69132 0.25 -0.10 -0.32
H -0.98384 1.40814 2.77754 0.44 -0.72 0.35
H -1.45512 2.98620 3.43605 -0.08 0.09 0.18
```
Positions in Å, forces in eV/Å.


The following is a DFT calculation (ωB97M-V/def2-TZVPD) of an isolated molecule of C2H4N2OS in a non-equilibrium geometry.

## Properties
- spin multiplicity = 1
- SMILES = C=NO/C=N/S
- HOMO (Ha) = -0.313
- ΔE to the lowest compared entry with this formula, charge and spin (kcal per mole) = 95.4
- Kohn-Sham gap (eV) = 9.3450
- charge = 0
- LUMO (eV) = 0.834

```
10
Properties=species:S:1:pos:R:3:forces:R:3
C -2.38787 -0.38752 0.07225 0.43 0.39 0.60
N -1.11368 -0.47134 0.04053 -1.12 0.88 -0.96
O -0.53334 0.84869 0.03762 -0.80 -1.05 0.36
C 0.81447 0.77430 -0.06487 -0.71 -0.32 0.04
N 1.44349 -0.31346 -0.07968 0.47 0.57 0.42
S 3.12993 -0.09569 0.10543 0.05 0.13 -0.19
H -2.92464 -1.30350 -0.13608 0.12 -0.21 0.36
H -2.99459 0.49840 0.35727 0.72 -0.27 -0.63
H 1.14553 1.79898 -0.13242 0.64 0.24 0.11
H 3.42069 -1.34885 -0.20005 0.19 -0.36 -0.10
```
Positions in Å, forces in eV/Å.


The following is a DFT calculation (ωB97M-V/def2-TZVPD) of a structure of composition C23H19Cl4I2N4O2SSiTa.

## Properties
- spin multiplicity = 2
- HOMO (alpha / beta) (Ha) = -0.361 / -0.400
- ΔE to the lowest compared entry with this formula, charge and spin (kcal per mole) = 42.9
- Kohn-Sham gap (alpha / beta) (eV) = 6.4254 / 6.7203
- charge = +1
- LUMO (alpha / beta) (eV) = -3.404 / -4.157

```
57
Properties=species:S:1:pos:R:3:forces:R:3
Ta -1.06390 -0.10449 1.29663 0.08 0.10 -0.14
I 3.36961 5.05437 -2.57282 0.01 0.01 -0.01
C 2.35627 3.45383 -1.71268 -0.01 -0.02 0.01
C 2.83954 2.16436 -1.87375 0.01 0.01 0.00
C 2.17225 1.10366 -1.28054 0.03 0.02 -0.02
I 2.94326 -0.81745 -1.50926 -0.02 0.02 0.01
C 1.02111 1.31801 -0.52771 0.00 0.00 0.03
O 0.39364 0.29029 0.06657 -0.15 -0.03 0.02
C 0.54992 2.62211 -0.35884 0.00 0.02 0.00
C -0.65592 2.87084 0.50143 0.00 0.01 0.01
N -0.60044 2.12393 1.78640 0.01 -0.09 -0.02
C 0.49730 2.56789 2.68905 0.01 0.00 0.01
C 1.87434 2.08167 2.31440 0.02 0.02 0.01
C 2.88969 2.97594 2.00485 0.01 0.00 0.00
C 4.14843 2.47845 1.70522 -0.01 0.00 0.01
C 4.34513 1.10857 1.73433 0.00 -0.01 0.00
C 3.26895 0.29503 2.05816 0.03 0.01 0.00
N 2.05919 0.76297 2.34408 -0.03 -0.01 -0.01
C 1.21717 3.67986 -0.95625 0.00 -0.01 0.01
H 3.73451 1.98212 -2.45204 0.00 0.00 0.00
H -0.74150 3.94093 0.70441 -0.01 0.00 0.00
H -1.57363 2.55607 -0.00393 0.00 0.00 -0.01
H -1.47032 2.33723 2.27175 0.00 0.01 0.01
H 0.48935 3.66019 2.73064 -0.01 0.00 -0.01
H 0.25080 2.18456 3.67860 0.01 0.00 0.00
H 2.69558 4.04073 1.99150 0.00 0.00 0.00
H 4.95893 3.15062 1.45560 0.00 0.00 0.00
H 5.30907 0.67258 1.51124 0.00 0.00 0.00
H 3.38595 -0.78324 2.09057 -0.01 0.00 0.00
H 0.85235 4.68893 -0.81041 0.00 0.00 0.00
O -1.96189 -0.03753 -0.59005 0.02 -0.01 0.01
N -3.16762 -0.57838 -0.81690 0.01 -0.07 -0.01
C -3.91118 -0.04375 -1.80779 0.03 0.03 0.02
C -5.11938 -0.59338 -2.12248 -0.04 -0.04 0.02
C -5.55942 -1.71197 -1.40434 0.01 0.04 -0.03
C -4.77987 -2.23488 -0.40299 0.02 0.01 0.00
C -3.54700 -1.65068 -0.09014 0.00 0.00 0.01
S -2.48001 -2.22470 1.13096 0.03 0.08 0.01
H -3.47198 0.81619 -2.28908 0.00 -0.01 0.00
H -5.71352 -0.15470 -2.90942 0.00 0.00 0.00
H -6.51694 -2.15974 -1.63177 0.00 0.00 0.00
H -5.09856 -3.08911 0.17606 0.01 0.00 0.01
Cl -3.24352 0.85293 1.86928 -0.01 0.00 0.03
Si 0.54673 -2.31724 1.44606 0.00 -0.08 0.01
Cl 0.04711 -3.83825 2.76898 0.02 0.07 -0.04
Cl -0.74781 -0.44552 3.59744 -0.07 -0.02 0.04
Cl -0.64306 -2.48784 -3.88735 0.00 -0.01 0.00
C -0.10401 -3.36987 -2.51255 0.00 -0.03 -0.05
C 0.26300 -4.70315 -2.60608 0.00 0.03 0.06
C 0.69067 -5.34646 -1.45484 -0.01 0.01 -0.05
C 0.73145 -4.65233 -0.26394 0.02 -0.07 0.00
N 0.37028 -3.36224 -0.19168 0.01 -0.03 0.00
C -0.03465 -2.72270 -1.29782 -0.01 0.01 0.00
H 0.21463 -5.21911 -3.55512 0.00 0.00 0.00
H 0.98615 -6.38506 -1.47801 0.01 0.00 0.01
H 1.04415 -5.12064 0.65796 -0.01 0.03 0.01
H -0.31035 -1.68042 -1.21158 0.01 0.00 0.05
```
Positions in Å, forces in eV/Å.


The following is a DFT calculation (ωB97M-V/def2-TZVPD) of a cluster of 2 separate species, C7H10O in total in a non-equilibrium geometry.

## Properties
- spin multiplicity = 1
- SMILES = c1ccccc1.CO
- HOMO (Ha) = -0.342
- ΔE to the lowest compared entry with this formula, charge and spin (kcal per mole) = 42.4
- Kohn-Sham gap (eV) = 10.1114
- charge = 0
- LUMO (eV) = 0.793

```
18
Properties=species:S:1:pos:R:3:forces:R:3
C -1.23973 -1.31264 0.26764 -0.03 -2.14 -1.86
C -0.41562 -0.55271 1.06176 -0.96 0.70 0.52
C -0.58368 0.84605 1.03622 -0.26 0.79 -2.39
C -1.39414 1.52952 0.06181 -1.10 -2.98 1.48
C -2.28518 0.66564 -0.72737 0.49 2.29 0.02
C -2.19148 -0.70975 -0.61050 1.11 -0.69 -0.54
H -1.00919 -2.45668 0.08505 -0.73 2.40 0.81
H 0.29619 -1.01833 1.74265 -0.13 0.14 -0.26
H 0.13369 1.48200 1.51107 0.17 0.15 0.82
H -1.44864 2.62255 0.17924 -0.07 -0.64 -0.73
H -2.98975 1.11706 -1.50470 1.09 -0.64 1.25
H -2.65189 -1.35149 -1.39826 0.01 0.56 1.04
C 2.35371 -0.09557 -0.08759 -1.60 -4.30 -0.45
O 3.59753 0.34334 -0.42401 1.61 1.70 0.60
H 1.94404 0.03978 0.93099 1.52 0.17 -0.12
H 1.54870 0.30968 -0.67240 -0.30 0.34 -0.83
H 2.38429 -1.28103 -0.31235 -0.79 2.29 0.83
H 3.95114 -0.17742 -1.13925 -0.03 -0.13 -0.17
```
Positions in Å, forces in eV/Å.


In the order shown, the computed M values come out to 275.3, 104.1, 1020.2, 110.2 g mol⁻¹.